# 1
{
  "formula": "C37H44F5NO4SbSiSn",
  "method": "wB97M-V/def2-TZVPD",
  "elements": ["Sn", "O", "C", "O", "C", "C", "C", "C", "C", "N", "H", "H", "H", "H", "C", "C", "C", "C", "Si", "O", "C", "C", "C", "C", "C", "C", "C", "C", "C", "C", "C", "C", "H", "H", "H", "H", "H", "H", "H", "H", "H", "H", "H", "H", "H", "H", "H", "H", "H", "H", "H", "C", "C", "C", "Sb", "C", "C", "C", "C", "C", "C", "H", "H", "H", "H", "H", "H", "H", "H", "H", "H", "H", "H", "H", "H", "H", "H", "H", "H", "H", "H", "H", "F", "C", "C", "F", "C", "F", "C", "O", "C", "F", "C", "F"],
  "positions_angstrom": [[-0.4166, -0.3763, 0.7548], [0.1136, 2.6965, 3.8235], [0.1165, 1.6887, 3.1323], [-0.6373, 1.4161, 2.1366], [1.1052, 0.5703, 3.4133], [2.1495, 0.7464, 4.3083], [3.0307, -0.3041, 4.5038], [2.8454, -1.4764, 3.7817], [1.7897, -1.5493, 2.8870], [0.9310, -0.5491, 2.7138], [2.2471, 1.6907, 4.8234], [3.8584, -0.2089, 5.1951], [3.5170, -2.3158, 3.9000], [1.6440, -2.4214, 2.2624], [2.9012, -0.2985, -1.7445], [3.6243, -1.4992, -1.1281], [4.6030, -0.9484, -0.0812], [4.3938, -2.2023, -2.2522], [2.3120, -2.6139, -0.2760], [1.3171, -1.6864, 0.5700], [1.3211, -3.7743, -1.4046], [1.8984, -4.7067, -2.2693], [1.1212, -5.5928, -2.9989], [-0.2619, -5.5764, -2.8730], [-0.8573, -4.6773, -2.0027], [-0.0669, -3.7938, -1.2845], [3.1335, -3.8417, 0.9320], [2.3264, -4.4055, 1.9230], [2.8388, -5.2767, 2.8721], [4.1870, -5.6082, 2.8547], [5.0046, -5.0774, 1.8684], [4.4771, -4.2148, 0.9159], [3.6194, 0.3733, -2.2268], [2.3658, 0.2620, -0.9774], [2.1714, -0.6161, -2.4900], [5.2532, -0.1949, -0.5386], [5.2321, -1.7257, 0.3525], [4.0493, -0.4706, 0.7315], [5.1204, -1.5138, -2.6982], [3.7101, -2.5283, -3.0390], [4.9388, -3.0804, -1.8962], [2.9781, -4.7478, -2.3756], [1.5939, -6.3013, -3.6695], [-0.8657, -6.2579, -3.4595], [-1.9338, -4.6381, -1.8990], [-0.5482, -3.0913, -0.6126], [1.2680, -4.1628, 1.9284], [2.1851, -5.7041, 3.6234], [4.5944, -6.2850, 3.5958], [6.0571, -5.3348, 1.8428], [5.1346, -3.8409, 0.1404], [-4.6839, 5.6601, -0.2201], [-4.2827, 4.4229, -1.0155], [-3.7620, 4.8414, -2.3890], [-2.8225, 2.9519, -0.1303], [-3.8633, 2.4487, 1.7523], [-4.8143, 1.2966, 1.4328], [-4.5873, 3.5664, 2.4885], [-1.1943, 4.2334, 0.6400], [0.0200, 3.9814, -0.2482], [-1.4775, 5.7231, 0.7667], [-5.4826, 6.1923, -0.7511], [-3.8477, 6.3491, -0.1169], [-5.0573, 5.4133, 0.7701], [-5.1711, 3.7991, -1.1607], [-2.7618, 5.2765, -2.3215], [-4.4252, 5.5899, -2.8372], [-3.7109, 3.9954, -3.0712], [-3.0475, 2.0796, 2.3752], [-5.5489, 1.5949, 0.6788], [-5.3639, 0.9839, 2.3275], [-4.2690, 0.4362, 1.0424], [-5.4979, 3.8490, 1.9564], [-3.9563, 4.4481, 2.6106], [-4.8858, 3.2266, 3.4866], [-1.0052, 3.8250, 1.6305], [-0.1522, 4.3260, -1.2709], [0.2599, 2.9167, -0.2916], [0.9005, 4.5040, 0.1419], [-1.6979, 6.1751, -0.2032], [-0.5969, 6.2302, 1.1783], [-2.3099, 5.9131, 1.4451], [-3.3945, -1.3440, -4.7876], [-2.8003, -0.6576, -3.7642], [-2.7950, -1.3909, -2.3907], [-2.9600, -0.4783, -1.3022], [-1.5173, -1.0654, -3.1176], [-0.7128, -2.0356, -3.6348], [-0.8795, 0.2230, -2.6631], [-0.0874, 0.3592, -1.7372], [-1.6033, 1.2956, -3.3240], [-1.2899, 2.5831, -3.1600], [-2.7089, 0.7971, -3.9070], [-3.6473, 1.5095, -4.4974]],
  "relative_energy_ev": 5.210,
  "total_charge": -1,
  "e_lumo_ev": 1.78,
  "max_force_ev_per_a": 1.895,
  "e_tot_ev": -82597.292
}

---

# 2
{
  "formula": "C5H38O14",
  "method": "wB97M-V/def2-TZVPD",
  "elements": ["C", "O", "C", "C", "C", "C", "H", "H", "H", "H", "H", "H", "H", "H", "H", "H", "H", "H", "H", "H", "O", "H", "H", "O", "H", "H", "O", "H", "H", "O", "H", "H", "O", "H", "H", "O", "H", "H", "O", "H", "H", "O", "H", "H", "O", "H", "H", "O", "H", "H", "O", "H", "H", "O", "H", "H", "O"],
  "positions_angstrom": [[-0.8204, -0.5239, -0.1338], [0.3205, -0.1872, -1.0534], [-0.8693, 0.2277, 1.1760], [-1.7327, 1.5067, 1.0664], [-1.7756, 2.0828, 2.4517], [-3.2157, 1.2880, 0.5278], [-0.8459, -1.5932, 0.0144], [-1.6047, -0.3267, -0.8343], [0.9110, 0.4429, -0.6554], [0.1035, 0.4630, 1.6145], [-1.3656, -0.3725, 1.9475], [-1.1858, 2.2470, 0.3190], [-2.3143, 2.9802, 2.6248], [-2.1540, 1.5606, 3.3927], [-0.6980, 2.3557, 2.8305], [-3.6451, 0.3483, 1.0625], [-3.2668, 0.9464, -0.5215], [-3.8757, 2.2035, 0.4839], [-1.7722, -0.9952, -3.2689], [-2.4963, -1.7175, -1.9639], [-2.5292, -0.9675, -2.7359], [-3.0442, 1.0650, -3.1949], [-4.4237, 0.3860, -3.1759], [-3.9922, 1.1246, -3.5408], [0.8198, -2.1494, 1.3999], [1.3494, -3.5121, 0.9451], [0.8257, -3.1092, 1.5969], [4.1683, 0.0845, 1.4864], [4.2953, -0.8893, 2.5119], [4.8634, -0.3241, 2.0020], [1.8858, 3.1702, 0.3461], [2.4809, 2.8200, -0.9970], [2.4840, 2.6366, -0.0892], [0.9238, 3.0816, -2.1451], [0.4916, 4.4629, -2.1183], [0.5230, 3.6704, -1.5012], [2.4169, 3.9437, 2.4683], [1.6579, 2.6660, 2.6158], [1.7195, 3.4383, 2.3085], [2.4759, -0.0336, 1.7665], [2.4603, 0.8961, 0.3870], [2.2298, 0.1076, 0.8095], [0.8146, 0.7894, -3.0238], [-0.2935, 1.5691, -3.7965], [0.6554, 1.5778, -3.5527], [1.9392, -2.1688, 2.5574], [3.1576, -2.0158, 3.5134], [2.5356, -1.5204, 2.9777], [-2.5553, -3.5312, -0.3609], [-3.8095, -2.9797, -1.0506], [-2.9728, -2.8957, -0.8466], [-0.9094, -4.0431, 1.1765], [-0.2288, -4.3865, -0.1613], [-1.1146, -4.4430, 0.3524], [1.3772, -3.1977, -2.0522], [1.4398, -1.9310, -1.1958], [1.4275, -2.8741, -1.1618]],
  "relative_energy_ev": 3.563,
  "total_charge": 0,
  "e_lumo_ev": 0.06,
  "max_force_ev_per_a": 10.172,
  "e_tot_ev": -34463.960
}

---

# 3
{
  "formula": "C5H6O2",
  "method": "wB97M-V/def2-TZVPD",
  "elements": ["C", "C", "C", "C", "C", "O", "O", "H", "H", "H", "H", "H", "H"],
  "positions_angstrom": [[-1.7444, -0.8595, 0.5954], [1.3795, 1.2977, -0.2548], [1.1242, -1.1490, -0.1280], [0.5682, 0.0391, -0.0701], [-0.9035, 0.1138, -0.1104], [-1.5263, -1.0683, -0.7724], [1.7049, -2.1560, -0.1121], [-1.2778, -1.5801, 1.2619], [-2.7575, -0.5759, 0.8670], [-1.3059, 1.0891, -0.3726], [1.0757, 1.8136, -1.1661], [1.2242, 1.9720, 0.5877], [2.4387, 1.0637, -0.3256]],
  "relative_energy_ev": 2.302,
  "total_charge": 0,
  "e_lumo_ev": 0.87,
  "max_force_ev_per_a": 1.419,
  "e_tot_ev": -9374.794
}

---

# 4
{
  "formula": "C21H50NO8P2",
  "method": "wB97M-V/def2-TZVPD",
  "elements": ["C", "C", "C", "C", "N", "C", "C", "C", "C", "C", "H", "H", "H", "H", "H", "H", "H", "H", "H", "H", "H", "H", "H", "H", "H", "H", "H", "H", "H", "H", "O", "P", "O", "C", "C", "O", "C", "C", "O", "C", "C", "H", "H", "H", "H", "H", "H", "H", "H", "H", "H", "H", "H", "H", "H", "H", "O", "P", "O", "C", "C", "O", "C", "C", "O", "C", "C", "H", "H", "H", "H", "H", "H", "H", "H", "H", "H", "H", "H", "H", "H", "H"],
  "positions_angstrom": [[1.9669, 3.3887, 2.0999], [0.8018, 4.3271, 1.7254], [0.0067, 3.8013, 0.5356], [-1.2523, 4.6344, 0.1219], [-2.4942, 3.9084, 0.1544], [-3.3283, 4.1751, 1.2837], [-2.6180, 4.2674, 2.6529], [-4.3549, 3.0141, 1.3558], [-3.7030, 1.6406, 1.2557], [-4.5982, 0.5222, 1.8430], [1.6678, 2.3445, 2.0079], [2.2304, 3.5553, 3.1507], [2.8427, 3.6010, 1.4855], [0.1698, 4.4292, 2.6110], [1.1941, 5.3203, 1.4853], [0.6966, 3.7564, -0.3208], [-0.3322, 2.7741, 0.6919], [-1.0839, 4.9172, -0.9334], [-1.2690, 5.5862, 0.6949], [-3.9561, 5.0959, 1.1427], [-2.0974, 5.2190, 2.7807], [-1.9330, 3.4331, 2.8150], [-3.3703, 4.2447, 3.4571], [-4.9728, 3.0912, 2.2598], [-5.0003, 3.1309, 0.4771], [-2.7529, 1.6096, 1.7956], [-3.4618, 1.4052, 0.2205], [-4.8727, 0.8289, 2.8542], [-5.4731, 0.4032, 1.2014], [-3.9891, -0.3840, 1.8971], [-1.9473, -5.9517, -1.2493], [-3.2319, -5.2686, -1.1067], [-3.3505, -4.3371, 0.1687], [-2.3762, -3.2960, 0.4018], [-2.5585, -2.1109, -0.5208], [-4.3594, -6.3428, -0.6745], [-4.1094, -7.7438, -0.7480], [-3.7906, -8.3050, 0.6228], [-3.9682, -4.5370, -2.2830], [-5.3946, -4.4156, -2.4179], [-6.0499, -3.5954, -1.3314], [-1.3719, -3.7142, 0.3087], [-2.5146, -2.9934, 1.4380], [-2.3674, -2.3850, -1.5602], [-1.8734, -1.3084, -0.2478], [-3.5774, -1.7289, -0.4622], [-3.3045, -7.9574, -1.4511], [-5.0207, -8.2015, -1.1406], [-3.0217, -7.7038, 1.1076], [-3.4388, -9.3349, 0.5463], [-4.6752, -8.2845, 1.2611], [-5.8428, -5.4054, -2.4987], [-5.5353, -3.9274, -3.3819], [-6.0467, -4.1190, -0.3763], [-7.0863, -3.4028, -1.6122], [-5.5412, -2.6422, -1.1967], [3.9443, 1.3197, -0.2196], [5.3020, 1.4628, -0.7290], [5.6680, 0.4329, -1.8936], [4.8213, 0.3659, -3.0535], [5.0049, 1.5477, -3.9851], [6.3484, 0.8895, 0.3566], [5.9264, 0.6241, 1.6981], [5.6893, -0.8573, 1.9023], [5.9903, 2.8248, -1.1036], [7.3962, 3.0892, -0.9945], [8.2586, 2.2534, -1.9122], [3.7798, 0.2818, -2.7366], [5.0900, -0.5596, -3.5612], [4.6845, 2.4777, -3.5135], [4.4158, 1.4045, -4.8912], [6.0536, 1.6632, -4.2619], [5.0324, 1.1973, 1.9428], [6.7310, 0.9732, 2.3492], [5.0508, -1.2508, 1.1115], [5.2114, -1.0405, 2.8652], [6.6319, -1.4065, 1.8689], [7.7113, 2.9925, 0.0435], [7.4965, 4.1426, -1.2559], [8.2896, 1.2123, -1.5938], [9.2761, 2.6471, -1.8955], [7.8867, 2.2842, -2.9356]],
  "relative_energy_ev": 0.000,
  "total_charge": -1,
  "e_lumo_ev": 2.29,
  "max_force_ev_per_a": 3.358,
  "e_tot_ev": -59039.931
}

---

# 5
{
  "formula": "C13H23BF7N5O7S",
  "method": "wB97M-V/def2-TZVPD",
  "elements": ["C", "C", "C", "C", "C", "N", "C", "N", "B", "N", "O", "C", "C", "O", "C", "C", "N", "S", "O", "O", "C", "F", "F", "C", "F", "F", "C", "F", "F", "F", "H", "H", "H", "H", "H", "H", "H", "H", "H", "H", "H", "H", "H", "H", "H", "H", "H", "H", "H", "H", "H", "H", "H", "N", "O", "O", "O"],
  "positions_angstrom": [[-2.9118, -1.1579, 2.5229], [-1.6894, -0.2520, 2.4840], [-0.3576, -1.0009, 2.6431], [0.7851, -0.2890, 1.9228], [0.9517, 1.1621, 2.4092], [0.4372, -0.3041, 0.4809], [1.1013, 0.1188, -0.5330], [2.3919, 0.5621, -0.4870], [3.4649, -0.4644, -0.3438], [3.2041, -1.7364, 0.2688], [4.6517, -0.1264, -0.9523], [2.6544, 1.5859, -1.5393], [1.4167, 2.4513, -1.6893], [1.7709, 3.5213, -2.5372], [0.2249, 1.6478, -2.2314], [-1.1306, 2.2367, -1.8008], [0.3559, 0.2275, -1.7477], [0.7173, -0.9446, -2.8673], [1.1445, -2.0931, -2.1356], [1.4697, -0.4018, -3.9481], [-0.9773, -1.3105, -3.5516], [-0.7506, -1.6970, -4.8025], [-1.6992, -0.1884, -3.5614], [-1.8073, -2.4548, -2.8853], [-1.2091, -3.6114, -3.1456], [-2.9942, -2.4159, -3.5117], [-2.1047, -2.3735, -1.3567], [-3.2372, -2.9826, -1.0862], [-1.1285, -2.9220, -0.6474], [-2.2071, -1.0831, -0.9841], [-3.8175, -0.5847, 2.3222], [-3.0024, -1.5891, 3.5246], [-2.8321, -1.9966, 1.8139], [-1.7779, 0.4236, 3.3386], [-1.7049, 0.3615, 1.5672], [-0.4362, -2.0426, 2.3006], [-0.0862, -1.0068, 3.7045], [1.7207, -0.8249, 2.0636], [1.9926, 1.4918, 2.3444], [0.6178, 1.2319, 3.4485], [0.3500, 1.8513, 1.8089], [-0.5049, -0.6329, 0.2803], [3.1734, -1.8015, 1.2771], [3.8529, -2.4364, -0.0775], [5.3922, -0.0881, -0.3347], [2.9331, 1.1264, -2.4911], [3.4808, 2.2159, -1.2130], [1.1519, 2.8317, -0.6873], [0.9907, 4.0477, -2.7572], [0.2826, 1.6365, -3.3213], [-1.7077, 1.5095, -1.2256], [-1.7336, 2.5219, -2.6645], [-0.9973, 3.1204, -1.1684], [-2.4773, 1.2396, 5.4487], [-2.7738, 1.5927, 6.5888], [-3.3604, 1.0593, 4.5775], [-1.2637, 1.0380, 5.1447]],
  "total_charge": 0,
  "e_lumo_ev": -1.26,
  "max_force_ev_per_a": 1.104,
  "e_tot_ev": -66168.312
}

---

What is the formula in the second record? C5H38O14